C45H61BrCsN5O3P as an isolated structure. Source: OMol25; level of theory: the ωB97M-V functional and the def2-TZVPD basis.

Structure (ORCA input):
```
! wB97M-V def2-TZVPD RIJCOSX def2/J DEFGRID3
* xyz 1 1
Cs 0.775 -0.382 1.105
O 3.698 -1.553 0.907
C 4.563 -1.946 -0.101
C 5.875 -1.517 0.012
C 6.786 -1.783 -0.995
C 6.377 -2.487 -2.116
C 5.068 -2.926 -2.217
C 4.129 -2.680 -1.213
C 2.757 -3.186 -1.339
N 1.733 -2.913 -0.559
C 0.666 -3.613 -1.060
C 1.043 -4.322 -2.160
N 2.376 -4.050 -2.323
H 6.159 -0.960 0.896
H 7.808 -1.441 -0.906
H 7.077 -2.693 -2.914
H 4.779 -3.459 -3.114
H -0.310 -3.558 -0.606
H 0.511 -4.983 -2.821
H 2.967 -4.444 -3.033
C 4.154 1.933 1.332
C 3.954 1.932 -0.184
C 4.729 3.081 -0.827
C 2.491 1.981 -0.585
C 1.561 2.777 0.068
C 0.225 2.816 -0.330
C -0.710 3.771 0.393
C -0.460 5.207 -0.080
C -0.574 3.689 1.916
C -0.203 2.036 -1.419
C 0.746 1.281 -2.134
C 2.061 1.246 -1.681
C 0.404 0.585 -3.435
C 1.069 -0.783 -3.587
C 0.789 1.483 -4.617
C -1.610 2.196 -1.937
C -1.787 3.260 -2.828
C -3.026 3.581 -3.353
C -4.135 2.836 -2.982
C -3.975 1.774 -2.109
C -2.729 1.417 -1.580
P -2.580 -0.012 -0.421
C -3.195 -1.487 -1.419
C -2.117 -1.729 -2.479
C -4.534 -1.409 -2.158
C -3.220 -2.686 -0.462
C -3.802 0.343 0.978
C -3.299 -0.477 2.176
C -3.654 1.821 1.347
C -5.285 0.039 0.765
H 5.212 1.806 1.573
H 3.609 1.119 1.818
H 3.834 2.872 1.785
H 4.355 0.989 -0.570
H 4.350 4.042 -0.469
H 4.628 3.066 -1.913
H 5.789 3.024 -0.577
H 1.880 3.390 0.902
H -1.734 3.510 0.126
H 0.571 5.507 0.124
H -1.122 5.904 0.436
H -0.632 5.307 -1.152
H 0.362 4.135 2.258
H -0.600 2.658 2.281
H -1.386 4.241 2.395
H 2.791 0.650 -2.220
H -0.676 0.447 -3.465
H 2.132 -0.686 -3.823
H 0.607 -1.329 -4.413
H 0.981 -1.392 -2.686
H 1.863 1.682 -4.610
H 0.270 2.441 -4.583
H 0.541 0.997 -5.563
H -0.921 3.853 -3.101
H -3.125 4.412 -4.039
H -5.116 3.078 -3.370
H -4.851 1.208 -1.826
H -2.142 -0.951 -3.244
H -2.306 -2.687 -2.974
H -1.114 -1.763 -2.054
H -4.510 -0.662 -2.951
H -5.380 -1.199 -1.508
H -4.720 -2.376 -2.636
H -2.309 -2.749 0.142
H -3.315 -3.611 -1.038
H -4.069 -2.640 0.221
H -2.281 -0.182 2.438
H -3.306 -1.551 1.989
H -3.942 -0.282 3.041
H -2.609 2.075 1.536
H -4.216 2.018 2.265
H -4.034 2.484 0.569
H -5.470 -1.022 0.594
H -5.716 0.604 -0.061
H -5.836 0.319 1.668
C -1.449 1.337 5.337
C -0.047 0.972 4.933
N 0.927 1.162 5.842
O 0.196 0.527 3.814
H -1.533 1.664 6.372
H -2.089 0.470 5.179
H -1.797 2.135 4.680
H 0.731 1.496 6.768
H 1.870 0.912 5.597
O 3.696 -3.619 1.702
N 3.264 -2.565 1.869
Br -1.648 -2.722 6.255
C -0.988 -3.486 4.657
C -0.746 -4.843 4.560
C -0.255 -5.326 3.359
C -0.035 -4.436 2.319
N -0.279 -3.128 2.416
C -0.745 -2.661 3.572
H -0.934 -5.499 5.399
H -0.042 -6.378 3.229
H 0.359 -4.783 1.371
H -0.915 -1.592 3.644
*
```

Computed properties:
frontier orbital gap: 0.301 Eh
highest occupied orbital energy: -0.38162 hartree
maximum force: 0.004 Eh/bohr

---

C20H21CdCl2N3O4Se2Si as an isolated structure. Source: OMol25; level of theory: the ωB97M-V functional and the def2-TZVPD basis.

Structure (ORCA input):
```
! wB97M-V def2-TZVPD RIJCOSX def2/J DEFGRID3
* xyz -2 1
Cd 0.243 -0.227 -1.517
N -1.820 -3.025 8.222
C -1.657 -2.644 7.148
C -1.459 -2.160 5.801
C -2.177 -1.053 5.355
C -1.978 -0.581 4.069
C -1.066 -1.206 3.225
C -0.359 -2.320 3.671
C -0.552 -2.798 4.957
C -0.822 -0.700 1.843
C -1.760 -1.122 0.893
C -2.958 -1.848 1.160
C -3.565 -2.069 -0.055
C -2.704 -1.493 -1.026
N -1.649 -0.931 -0.473
C 0.314 0.089 1.701
C 1.214 0.457 2.751
C 2.147 1.294 2.194
C 1.786 1.415 0.822
N 0.706 0.726 0.530
H -2.883 -0.569 6.018
H -2.526 0.279 3.707
H 0.336 -2.799 2.991
H -0.006 -3.662 5.310
H -3.309 -2.157 2.132
H -4.490 -2.590 -0.247
H -2.820 -1.493 -2.101
H 1.169 0.116 3.773
H 2.993 1.757 2.678
H 2.289 1.991 0.057
O 2.491 -0.881 -1.595
Se 1.883 -2.449 -1.595
O 2.931 -3.522 -2.226
O 0.517 -2.262 -2.552
O 1.403 -2.803 -0.068
Cl -3.662 4.737 -0.675
C -2.283 3.628 -1.019
Cl -2.301 2.186 -0.028
H -1.370 4.174 -0.821
H -2.334 3.331 -2.059
C 1.753 2.921 -5.626
Si 1.718 1.615 -4.259
C 3.059 2.065 -3.032
C 2.099 -0.027 -5.046
Se -0.312 1.679 -3.305
H 2.756 3.016 -6.057
H 1.453 3.895 -5.230
H 1.058 2.655 -6.426
H 3.996 2.316 -3.542
H 3.239 1.216 -2.365
H 2.741 2.925 -2.438
H 3.094 -0.011 -5.506
H 1.358 -0.252 -5.817
H 2.074 -0.827 -4.304
*
```

Computed properties:
frontier orbital gap: 0.243 Eh
highest occupied orbital energy: -0.09250 hartree
maximum force: 0.020 Eh/bohr

---

C4H8O in the gas phase. Source: OMol25; level of theory: the ωB97M-V functional and the def2-TZVPD basis.

Structure (ORCA input):
```
! wB97M-V def2-TZVPD RIJCOSX def2/J DEFGRID3
* xyz 0 1
O 0.266 0.232 1.758
C -0.007 -0.380 0.599
C 0.980 -0.126 -0.601
C -0.264 -0.074 -1.538
C -1.077 0.341 -0.307
H 1.104 -0.075 2.269
H -0.336 -1.505 0.654
H 1.758 -0.904 -0.765
H 1.371 0.814 -0.389
H -0.181 0.740 -2.323
H -0.562 -1.037 -1.981
H -2.197 0.102 -0.202
H -0.875 1.445 -0.242
*
```

Computed properties:
frontier orbital gap: 0.393 Eh
highest occupied orbital energy: -0.35935 hartree
SMILES string: OC1CCC1
maximum force: 0.083 Eh/bohr

---

A 2-piece molecular cluster, CH4N4 overall. Source: OMol25; level of theory: the ωB97M-V functional and the def2-TZVPD basis.

Structure (ORCA input):
```
! wB97M-V def2-TZVPD RIJCOSX def2/J DEFGRID3
* xyz 0 1
C 0.676 -0.656 0.154
N 0.340 0.564 2.119
N -0.414 1.434 1.923
N -0.346 -0.545 -0.516
N -0.486 -0.928 -1.822
H 1.707 -0.755 -0.047
H -0.754 2.014 2.778
H 0.350 -0.841 -2.328
H -1.072 -0.288 -2.261
*
```

Computed properties:
frontier orbital gap (alpha / beta): 0.301 / 0.311 Eh
highest occupied orbital energy (alpha / beta): -0.27980 / -0.29365 hartree
maximum force: 0.043 Eh/bohr

---

C29H23FeN11O4PS2 as an isolated structure. Source: OMol25; level of theory: the ωB97M-V functional and the def2-TZVPD basis.

Structure (ORCA input):
```
! wB97M-V def2-TZVPD RIJCOSX def2/J DEFGRID3
* xyz 0 2
Fe -0.840 0.204 0.786
C 0.527 -2.562 3.815
C -0.332 -1.815 3.021
N 0.119 -1.150 1.962
C 1.431 -1.240 1.681
C 2.268 -1.991 2.496
N 1.825 -2.649 3.560
C 1.883 -0.548 0.451
C 3.219 -0.478 0.098
C 3.576 0.182 -1.073
C 2.552 0.691 -1.856
C 1.226 0.562 -1.457
N 0.906 -0.009 -0.296
C 0.119 1.044 -2.318
C 0.275 2.092 -3.223
N -0.730 2.520 -3.978
C -1.895 1.896 -3.824
C -2.048 0.835 -2.937
N -1.040 0.408 -2.199
C 4.993 0.316 -1.479
C 5.902 -0.717 -1.280
C 7.217 -0.538 -1.682
N 7.669 0.578 -2.246
C 6.797 1.564 -2.430
C 5.460 1.484 -2.071
H 0.147 -3.097 4.676
H -1.388 -1.751 3.236
H 3.326 -2.074 2.288
H 3.982 -0.886 0.743
H 2.786 1.141 -2.808
H 1.208 2.631 -3.324
H -2.728 2.245 -4.421
H -3.000 0.328 -2.813
H 5.593 -1.659 -0.847
H 7.940 -1.334 -1.545
H 7.185 2.469 -2.884
H 4.806 2.332 -2.228
S -2.529 0.447 2.312
C -1.739 1.178 3.607
C -2.411 1.182 4.876
N -2.936 1.136 5.898
C -0.477 1.776 3.493
S 0.389 1.789 2.055
C 0.102 2.427 4.635
N 0.597 2.945 5.534
N -1.969 4.095 -0.172
C -2.416 2.809 -0.117
O -1.532 1.914 -0.105
C -3.819 2.608 -0.115
C -4.664 3.746 -0.115
N -5.283 4.720 -0.130
C -4.417 1.332 -0.127
N -4.939 0.299 -0.165
H -0.987 4.245 -0.024
H -2.605 4.872 -0.128
C -3.860 -2.508 1.362
O -2.537 -2.705 0.825
P -1.855 -1.650 -0.185
O -2.907 -1.417 -1.333
C -3.629 -2.469 -1.982
O -0.838 -2.674 -0.912
C -0.067 -3.684 -0.268
H -4.397 -3.445 1.232
H -4.384 -1.700 0.844
H -3.786 -2.271 2.421
H -4.621 -2.076 -2.190
H -3.707 -3.351 -1.346
H -3.120 -2.734 -2.907
H 0.237 -4.387 -1.040
H -0.657 -4.209 0.483
H 0.827 -3.265 0.190
*
```

Computed properties:
<S²>: 0.777
frontier orbital gap (alpha / beta): 0.222 / 0.190 Eh
highest occupied orbital energy (alpha / beta): -0.28620 / -0.28564 hartree
maximum force: 0.021 Eh/bohr

---

A 2-piece molecular cluster, C6H14N2O2 overall. Source: OMol25; level of theory: the ωB97M-V functional and the def2-TZVPD basis.

Structure (ORCA input):
```
! wB97M-V def2-TZVPD RIJCOSX def2/J DEFGRID3
* xyz 0 1
C -2.241 0.272 2.769
N -2.199 -0.336 1.470
C -1.837 0.313 0.313
C -2.203 -0.419 -0.927
O -1.391 1.443 0.452
H -2.366 -0.512 3.511
H -1.232 0.658 3.042
H -2.938 1.098 2.761
H -2.559 -1.268 1.370
H -1.359 -0.895 -1.426
H -2.725 -1.379 -0.767
H -2.775 0.197 -1.607
C 2.444 -0.905 0.936
N 1.774 -0.023 0.032
C 1.890 -0.146 -1.331
C 1.652 1.076 -2.211
O 2.207 -1.193 -1.866
H 3.148 -0.286 1.494
H 1.882 -1.658 1.502
H 3.094 -1.611 0.373
H 1.146 0.711 0.337
H 2.591 1.379 -2.686
H 0.829 0.805 -2.875
H 1.449 1.925 -1.541
*
```

Computed properties:
frontier orbital gap: 0.368 Eh
highest occupied orbital energy: -0.34319 hartree
SMILES string: CNC(C)=O.CNC(C)=O
maximum force: 0.055 Eh/bohr

---

An isolated ion of composition C4H6NOS and charge +1. Source: OMol25; level of theory: the ωB97M-V functional and the def2-TZVPD basis.

Structure (ORCA input):
```
! wB97M-V def2-TZVPD RIJCOSX def2/J DEFGRID3
* xyz 1 1
C 0.587 -1.082 -0.111
C -0.317 -0.384 0.906
C -0.205 1.116 0.426
C -0.176 1.228 -1.058
N 0.523 -2.527 -0.146
O 1.347 -3.345 -0.059
S 0.903 -0.281 -1.565
H -1.326 -0.590 0.960
H 0.096 -0.616 1.821
H -1.160 1.455 0.804
H 0.572 1.791 0.817
H -1.156 1.178 -1.414
H 0.311 2.056 -1.382
*
```

Computed properties:
frontier orbital gap (alpha / beta): 0.303 / 0.303 Eh
highest occupied orbital energy (alpha / beta): -0.54395 / -0.54382 hartree
maximum force: 0.096 Eh/bohr

---

An isolated ion of composition C6H10O and charge -1. Source: OMol25; level of theory: the ωB97M-V functional and the def2-TZVPD basis.

Structure (ORCA input):
```
! wB97M-V def2-TZVPD RIJCOSX def2/J DEFGRID3
* xyz -1 2
C -2.274 -0.598 1.693
C -0.851 -0.498 1.223
C -0.631 -0.028 -0.078
C 0.635 0.048 -0.786
C 0.787 0.773 -1.945
O 1.978 0.908 -2.681
C 0.312 -0.626 2.206
H -2.992 -0.349 0.916
H -2.444 0.001 2.608
H -2.592 -1.599 2.048
H -1.342 0.638 -0.594
H 1.405 -0.483 -0.229
H -0.091 1.296 -2.295
H 2.657 0.514 -2.127
H -0.142 -1.099 3.087
H 1.261 -0.993 1.837
H 0.517 0.401 2.557
*
```

Computed properties:
<S²>: 0.780
frontier orbital gap (alpha / beta): 0.121 / 0.218 Eh
highest occupied orbital energy (alpha / beta): 0.02795 / -0.07322 hartree
maximum force: 0.047 Eh/bohr